Here is a structure of composition C26H26ClNPSSiZr from the Open Molecules 2025 dataset. Energies are from ωB97M-V/def2-TZVPD.

Each line ends with the natural charge from an NBO analysis.
CARTESIAN COORDINATES (ANGSTROEM)
C -2.2718 2.3415 0.4238  -0.1119
H -1.4903 -5.2838 -2.7370  0.2582
H -0.7542 4.6722 -1.2605  0.2265
C 2.6758 -2.3169 -0.7126  0.0855
H 0.1712 6.5802 -2.5043  0.2538
H -0.8069 -7.8841 -0.2663  0.2839
C 0.8384 5.8406 -2.0831  -0.1728
P 0.5763 2.4525 0.1132  0.9154
C 0.8651 4.2120 3.7867  -0.1643
H -4.6622 1.1655 -1.6914  0.2716
C -0.0474 -7.1025 -0.3535  -1.1410
H 0.6412 -7.2492 0.4812  0.2574
H -2.7623 -6.0384 -1.7937  0.2793
N 1.4011 -1.8716 -0.6201  -0.6864
H 2.0717 -5.6106 -0.5762  0.2636
C 1.8582 -4.5483 -0.5862  -0.0316
C -2.5555 1.1197 -2.0895  -0.1013
H -2.2922 -4.1837 1.3373  0.2350
Si -0.9073 -5.4603 -0.3247  1.6164
C -1.7540 -5.1320 1.3018  -1.1248
H 1.0080 5.2064 4.1869  0.2671
H 0.7953 3.2801 5.7187  0.2687
H -2.4939 -5.9197 1.4665  0.2791
C 2.9304 -3.6629 -0.7002  -0.2135
C -3.5313 1.9986 -0.0687  -0.1198
C -1.1393 2.1109 -0.3528  -0.4300
H 2.6135 6.8194 -2.7759  0.2567
C 0.3647 -2.7588 -0.5196  0.0834
H -4.4086 2.2118 0.5286  0.2662
Zr 0.1530 -0.1724 -0.3374  1.8221
C 0.5274 1.7154 2.7899  0.1641
H 3.9461 -4.0249 -0.7761  0.2777
H -0.4304 1.3458 -2.2834  0.2594
H 4.1511 5.1457 -1.8107  0.2552
H 3.2593 3.2135 -0.5785  0.2272
H -2.1804 2.8150 1.3940  0.2474
H -2.6573 0.6590 -3.0636  0.2669
H 3.4521 -1.5686 -0.7943  0.2407
C 2.5787 3.9447 -0.9996  -0.2020
H 0.9093 4.8760 1.7425  0.2548
C 0.7446 3.1323 4.6480  -0.1168
C -3.6758 1.4070 -1.3181  -0.1598
C -2.0314 -5.2254 -1.7906  -1.1252
C 0.5663 1.8387 4.1539  -0.2636
C 1.1935 3.8170 -0.8455  -0.3367
C 0.5195 -4.1331 -0.4844  -0.4076
Cl 0.2915 -0.0015 2.1840  0.0744
C 0.8072 4.0295 2.4109  -0.1292
H 0.4850 -7.2961 -1.2872  0.2588
S -1.3089 -1.9997 -0.4418  -0.0073
H -2.5995 -4.2945 -1.7716  0.2361
H 0.4770 0.9898 4.8175  0.2717
C 3.0825 5.0322 -1.6905  -0.1823
C 2.2138 5.9736 -2.2324  -0.1253
H -1.0592 -5.1701 2.1431  0.2551
C 0.6258 2.7521 1.8767  -0.4967
C -1.2918 1.4472 -1.5975  -0.4186
C 0.3177 4.7631 -1.3860  -0.2108

Strongest force on any atom ... 0.5 eV/Å
Charge ... +3
LUMO energy ... -11.1013 eV
Energy above the lowest of the compared OMol25 structures with the same formula, charge and spin ... 0.0 kJ/mol
Frontier orbital gap ... 0.23247 Ha

Here is a structure of composition C10H30OP2SeSiW at a distorted geometry from the Open Molecules 2025 dataset. Energies are from ωB97M-V/def2-TZVPD.

Each line ends with the natural charge from an NBO analysis.
CARTESIAN COORDINATES (ANGSTROEM)
H -3.8860 0.9591 -2.5633  0.2340
C 2.3727 0.0955 -5.2075  -0.6891
H 3.7427 -0.9530 -3.1785  0.2252
C -0.0065 2.7420 -1.3999  -0.9526
P -0.5875 -2.0519 0.0207  1.0345
H 0.3035 2.0077 -2.1588  0.2629
H 2.2728 3.2194 0.5138  0.2265
H 1.7837 -2.4079 -0.3052  0.2422
H 0.9095 -3.9200 0.1092  0.2255
H 2.5202 1.5465 -0.1074  0.2395
O 0.6617 0.1506 -3.5174  -0.6843
H -0.6326 -3.3691 -1.9835  0.2294
H -1.9831 -2.1972 -1.9599  0.2584
C -0.5433 3.3572 1.3372  -0.9333
H -0.6005 3.0080 2.3773  0.2665
H 2.5686 -0.6240 -1.8842  0.2181
H 2.1724 1.8152 1.6313  0.2532
C -2.8588 0.6809 -2.2850  -1.0609
H -2.1688 1.4497 -2.6547  0.2192
H -2.8248 -2.8895 0.5346  0.2594
C 2.6774 -1.0255 -2.9091  -0.6923
C -1.8087 -3.0982 0.8915  -0.9387
H -1.7703 -2.9042 1.9717  0.2701
H -3.4510 1.8861 -0.0041  -0.1994
H -3.9162 -0.4915 -0.1633  -0.2010
H 0.1068 4.2437 1.2726  0.2209
P 0.1886 2.0544 0.2706  1.0244
H 1.2890 -2.7196 1.3805  0.2554
H 0.6283 3.6375 -1.4744  0.2290
H 1.7390 0.8528 -5.6865  0.2316
C 1.9621 2.1658 0.6109  -0.9651
H -1.5532 3.6129 0.9896  0.2567
Se -1.3803 0.0364 3.0413  -0.3751
C 1.0042 -2.8482 0.3294  -0.9692
H -1.5582 -4.1504 0.6923  0.2206
H 3.3953 0.4913 -5.1120  0.2193
Si -2.8681 0.5572 -0.3795  0.5739
C -0.9182 -2.3370 -1.7391  -0.9507
C 1.8705 -0.2536 -3.8724  0.2593
H 2.4382 -0.7752 -5.8760  0.2130
H -0.3328 -1.6386 -2.3550  0.2370
H 0.4890 -0.7223 -3.9220  0.5035
H -1.0532 3.0211 -1.5769  0.2548
H 2.4184 -2.1022 -2.8798  0.2077
W -0.8642 0.0844 0.8357  -0.1703
H -2.6119 -0.2765 -2.7600  0.2105

Multiplicity ... 3
Strongest force on any atom ... 4.9 eV/Å
Charge ... 0
LUMO energy (alpha / beta) ... -0.3001 / -0.3499 eV
Frontier orbital gap (alpha / beta) ... 0.22894 / 0.22590 Ha

Here is a cluster of 2 separate species, C5H16N2O in total at a distorted geometry from the Open Molecules 2025 dataset. Energies are from ωB97M-V/def2-TZVPD.

Each line ends with the natural charge from an NBO analysis.
CARTESIAN COORDINATES (ANGSTROEM)
C 0.2928 -2.2217 1.7128  -0.4344
C 0.5102 -0.0121 0.9441  -0.2291
H -1.6535 3.3343 1.2435  0.4647
H -0.5895 -0.1977 0.6108  0.1697
C 1.1380 0.7126 -0.1507  -0.4389
H -0.7316 -1.7661 1.8705  0.1833
H 1.7138 -1.5784 0.2227  0.3549
H 1.3174 1.0564 -2.1875  0.2093
H -1.1916 1.3673 -1.9709  0.3488
H 0.7950 -2.3513 2.7179  0.2031
N 1.2353 -1.3085 1.1684  -0.6490
H -0.5458 -1.1785 -1.2111  0.1794
C 1.0824 0.1902 -1.5201  -0.4247
H 2.1731 1.1462 0.1610  0.2196
H 0.0803 -3.2018 1.1541  0.1994
H 1.8305 -0.5133 -1.6922  0.2050
H -0.3167 -0.9556 -2.8864  0.1903
O -2.3947 2.7113 1.1995  -0.9200
C -0.2958 -0.4182 -1.9097  -0.2221
H 0.6193 0.5030 1.9731  0.2019
N -1.4917 0.4405 -1.9119  -0.8448
H -2.1669 0.3654 -1.1926  0.3675
H 0.7452 1.7736 -0.1488  0.2091
H -2.1557 2.1025 1.8036  0.4569

Strongest force on any atom ... 5.9 eV/Å
SMILES string ... CNCCCCN.O
Charge ... 0
LUMO energy ... 0.6795 eV
Energy above the lowest of the compared OMol25 structures with the same formula, charge and spin ... 252.9 kJ/mol
Frontier orbital gap ... 0.34660 Ha

Here is a structure of composition C24H32N2O2STe4Zr at a distorted geometry from the Open Molecules 2025 dataset. Energies are from ωB97M-V/def2-TZVPD.

Each line ends with the natural charge from an NBO analysis.
CARTESIAN COORDINATES (ANGSTROEM)
C 0.2728 6.6270 -2.1192  -0.1848
C 5.1614 0.2601 0.7332  -0.2164
O -0.4433 0.7589 3.1691  -0.6827
Te -3.2647 3.2478 -0.9180  -0.1012
C 0.2049 -2.6673 2.0516  -0.5990
C 1.7677 5.3873 -0.7025  -0.1755
C 0.2541 2.6919 4.3166  -0.7266
H 2.6201 5.3357 -0.0400  0.2235
C -0.6925 -0.8663 5.4131  -0.1427
H 5.1952 -1.0037 -1.0309  0.2080
H -0.7892 -1.6312 8.7027  0.2226
H -0.0376 7.5674 -2.5561  0.2139
C 4.8990 -1.0551 0.0174  -0.6184
H 1.9034 7.4983 -1.0177  0.2136
C 1.3676 6.5887 -1.2546  -0.2265
H 5.2013 3.9810 -0.0656  0.2279
O 0.6986 1.8959 -0.4467  -0.8135
H -0.5917 3.3568 -2.0483  0.2445
H -0.9415 -2.8008 0.2653  0.2186
C 0.4326 -1.1902 0.0207  -0.9781
H 5.7163 1.3072 -1.4669  0.2043
H 6.6407 2.9725 0.1618  0.2048
C 0.9863 -3.6506 -0.1159  -0.5974
H 1.5328 -1.1144 -0.0436  0.1971
S 2.4523 0.9376 1.9016  -0.2899
H -1.2894 5.4966 -3.0582  0.2215
C -0.6592 -1.0411 7.8056  -0.1522
Zr -0.1049 0.7531 1.0063  1.5902
H 0.5622 3.0423 3.3332  0.2663
Te -2.3539 2.6967 1.4988  -0.3539
C -0.1639 1.2667 4.2610  0.6671
H -0.6080 3.2893 4.6279  0.2733
H -0.8495 -1.3079 4.4393  0.2364
C 1.0600 4.2214 -0.9965  -0.0887
H 4.3067 2.3252 -1.7268  0.2304
C -0.3011 0.2978 7.9002  -0.2234
N 2.7164 2.8618 -0.0030  -0.6076
C -0.0348 4.2605 -1.8429  -0.1637
C 5.8583 3.2562 -0.5438  -0.6189
Te -2.7984 -0.4072 0.7004  -0.2789
N 4.4129 1.3654 0.1282  -0.3695
H 0.0503 -1.0685 -1.0045  0.2406
H 2.0326 -3.4982 0.1675  0.1881
H 3.8385 -1.3079 0.0643  0.2264
C -0.1320 1.0505 6.7537  -0.1583
H 0.9245 -3.5961 -1.2041  0.2090
H 1.0553 2.8511 5.0363  0.2430
H 5.4655 -1.8559 0.4916  0.2216
C 5.0647 2.0449 -1.0000  -0.2120
H 1.1838 -2.3112 2.3967  0.1975
H -0.1556 0.7523 8.8708  0.2238
C 0.0972 -2.5892 0.5347  -0.2329
H 6.2183 0.5312 0.6826  0.2019
C -0.4232 5.4689 -2.4098  -0.2132
H 6.3323 3.7326 -1.4018  0.2219
H 0.7006 -4.6603 0.1904  0.2008
H 4.8881 0.1899 1.7825  0.2333
Te -2.7510 0.6563 -1.6704  -0.0330
H 0.0705 -3.6878 2.4193  0.2093
C -0.8543 -1.6200 6.5563  -0.2155
H -0.5697 -2.0470 2.5147  0.1969
C 3.2360 1.7483 0.5682  0.4180
H -1.1373 -2.6611 6.4793  0.2268
H 0.1407 2.0931 6.8406  0.2182
C 1.4941 2.9168 -0.4485  0.6591
C -0.3255 0.4764 5.4970  -0.1256

Strongest force on any atom ... 1.7 eV/Å
Charge ... 0
LUMO energy ... -1.3561 eV
Energy above the lowest of the compared OMol25 structures with the same formula, charge and spin ... 101.5 kJ/mol
Frontier orbital gap ... 0.15852 Ha

Here is a structure of composition C24H24BrCl2N2O3PdSSi at a distorted geometry from the Open Molecules 2025 dataset. Energies are from ωB97M-V/def2-TZVPD.

Each line ends with the natural charge from an NBO analysis.
CARTESIAN COORDINATES (ANGSTROEM)
H -3.3417 4.2943 0.8587  0.2242
C 5.6011 -2.0559 1.5345  -0.2107
H -4.1188 2.1975 0.7006  0.2103
C -2.8534 0.5046 0.3937  0.0727
H 5.7849 -2.8442 2.2532  0.2183
H -2.1791 -5.3976 -2.0400  0.2052
H -1.0501 3.0988 -2.2604  0.2354
H 3.4774 -2.0770 1.8310  0.2539
H -0.0887 2.4544 2.2607  0.2460
H -0.8992 -6.6235 -0.3136  0.2077
N -1.7081 1.2399 0.1768  -1.0073
C -0.5334 -4.8716 0.8705  -0.1625
H -1.5599 3.3795 2.5545  0.2288
H -3.9446 -2.7306 0.5490  0.2365
N 2.8925 -4.5629 0.4596  -0.6061
O 1.8818 -0.2272 1.3218  -0.6889
C -1.7862 -4.8712 -1.1791  -0.1928
S 1.7261 -3.0742 -1.6537  -0.4397
H -0.1017 4.1991 1.9697  0.2391
H 0.3985 2.3908 -1.5699  0.2448
Br 4.9217 1.4133 -1.5188  0.0305
C 3.0842 4.3725 0.3757  -0.3857
C -1.4655 -2.8421 0.0315  0.3671
H -6.0851 -1.5985 0.9817  0.2057
H -3.3794 3.9721 -0.8871  0.2322
C 2.5947 -0.1976 0.2741  0.7879
H 7.2225 0.0226 -0.5889  0.2167
O 2.1121 0.1928 -0.8157  -0.6314
Pd 0.2108 0.6058 0.1602  0.8952
H -0.2889 -2.9377 1.8010  0.2318
H -2.5405 -2.9542 -1.8138  0.2185
Cl 1.9489 5.7417 0.3445  -0.0539
Cl 2.3097 2.8199 0.7057  0.0066
C -1.9975 -3.5074 -1.0556  -0.2851
C 4.3082 -1.6245 1.3072  -0.1177
Si -1.3395 2.9460 0.1622  1.7780
C 5.1087 -0.0229 -0.2843  0.0733
H -6.1767 0.8867 1.0769  0.2060
C -1.0686 -5.5591 -0.2090  -0.2227
C 4.0335 -0.6094 0.3924  -0.2411
C -5.1906 -1.0086 0.8226  -0.1855
C -0.6882 3.2815 1.8944  -1.1241
C -0.7298 -3.5042 0.9903  -0.2639
C 6.4091 -0.4497 -0.0558  -0.2922
C -2.8283 -0.9141 0.3634  0.3805
H 3.5626 4.3071 -0.5904  0.2253
H 3.7979 4.5621 1.1636  0.2183
C -0.3439 3.1696 -1.4226  -1.1265
H -2.2788 5.1989 -0.2324  0.2386
C -4.0933 1.1148 0.6604  -0.2067
H 0.1604 4.1376 -1.4900  0.2347
O -1.6106 -1.4591 0.1633  -0.5214
C 6.6530 -1.4661 0.8538  -0.1932
H 7.6700 -1.8013 1.0191  0.2071
C 2.4150 -3.9520 -0.4229  0.0698
C -2.7226 4.2153 -0.0423  -1.1390
C -3.9875 -1.6524 0.5748  -0.3162
H 0.0548 -5.3979 1.6098  0.2238
C -5.2419 0.3792 0.8707  -0.2564

Strongest force on any atom ... 1.4 eV/Å
Charge ... -1
LUMO energy (alpha / beta) ... 0.4915 / 0.5036 eV
Energy above the lowest of the compared OMol25 structures with the same formula, charge and spin ... 289.6 kJ/mol
Frontier orbital gap (alpha / beta) ... 0.15983 / 0.16028 Ha

Here is a cluster of 4 separate species, C2H10O4 in total at a distorted geometry from the Open Molecules 2025 dataset. Energies are from ωB97M-V/def2-TZVPD.

Each line ends with the natural charge from an NBO analysis.
CARTESIAN COORDINATES (ANGSTROEM)
H 2.0660 0.1451 0.5127  0.5026
H -0.2393 -1.8916 1.4570  0.2567
O -1.0009 1.1275 -1.7801  -1.0386
O 1.5990 0.9054 -1.0300  -0.9771
H -0.0202 -0.1553 1.9211  0.2413
H 0.8020 1.2525 -1.4396  0.5173
H -2.7548 -1.0668 1.7282  0.1419
H -1.3956 1.3573 -2.7167  0.4783
C -0.5551 -0.8686 1.2498  -0.7398
O -2.4245 -0.0836 0.0421  -0.5629
H -1.7980 0.7977 -1.1314  0.5242
C -2.0530 -0.4700 1.1729  0.4534
H 2.3215 1.1553 -1.5724  0.4693
H -0.2003 -0.6035 0.2073  0.2567
O 2.3966 -0.7674 0.8848  -0.9814
H 3.2566 -0.8340 0.4945  0.4581

Strongest force on any atom ... 5.7 eV/Å
SMILES string ... CC=O.O.O.O
Charge ... 0
LUMO energy ... 0.0482 eV
Energy above the lowest of the compared OMol25 structures with the same formula, charge and spin ... 143.3 kJ/mol
Frontier orbital gap ... 0.38572 Ha

What is the formula in the fourth record?
C24H32N2O2STe4Zr

strongest force on any atom of number 1 (C26H26ClNPSSiZr)?
0.5 eV/Å